Entry 1:
The following is a DFT calculation (ωB97M-V/def2-TZVPD) of a molecular structure, CrN5O15.

Relative energy (zero: lowest compared OMol25 entry of this formula, charge and spin) = 176.4 kJ/mol
Multiplicity = 5
Net charge = -3
HOMO level (spin up / spin down) = 2.57 / 1.31 eV

Last column: Mulliken charge in e.
Cartesian coordinates (Å):
1 Cr 14.017 19.647 -9.569  0.433
2 N 12.924 21.067 -7.598  1.442
3 O 13.080 19.837 -7.622  -0.577
4 O 12.409 21.724 -6.761  -0.790
5 O 13.343 21.394 -8.675  -0.584
6 N 11.599 19.791 -11.671  0.914
7 O 12.183 20.292 -12.616  -0.635
8 O 12.250 19.640 -10.656  -0.375
9 O 10.507 19.211 -11.854  -0.711
10 N 17.014 19.028 -8.503  0.871
11 O 17.205 17.877 -8.155  -0.607
12 O 15.859 19.428 -8.666  -0.323
13 O 17.964 19.704 -8.708  -0.714
14 N 15.029 19.962 -11.901  1.278
15 O 14.838 18.914 -11.372  -0.504
16 O 14.889 20.106 -13.123  -0.731
17 O 15.001 20.813 -11.031  -0.555
18 N 14.425 16.573 -8.888  0.905
19 O 14.654 16.388 -7.714  -0.665
20 O 15.437 16.263 -9.541  -0.652
21 O 13.722 17.512 -9.225  -0.419

Forces on the atoms, in the same order (eV/Å):
0.4225 -1.7218 0.0040
0.8043 -4.3706 -2.2129
-1.4178 -3.9082 4.8527
-1.1273 1.9609 2.3608
1.0200 7.7853 -3.7945
0.7144 -1.9436 -2.7633
-0.2077 1.7114 -1.5049
-0.4357 -0.2668 3.5725
-0.8363 0.5098 0.8986
-1.0643 -3.2525 0.2395
-0.2659 -1.7739 0.9692
-1.4356 1.4034 0.2934
3.2435 4.0679 -0.9645
-2.7461 0.9824 -1.6028
0.1365 -7.3568 -0.0550
1.8461 0.7990 -0.0319
1.7359 6.5544 -0.4450
6.5236 2.8673 1.1428
-2.8709 -2.0528 4.8988
-0.3895 -2.0242 -4.2893
-3.6498 0.0296 -1.5682

Entry 2:
The following is a DFT calculation (ωB97M-V/def2-TZVPD) of a molecular structure, Cu2IZn.

Relative energy (zero: lowest compared OMol25 entry of this formula, charge and spin) = 0.0 kJ/mol
Multiplicity = 3
Net charge = +5
HOMO level (spin up / spin down) = -32.44 / -29.67 eV

Last column: Mulliken charge in e.
Cartesian coordinates (Å):
1 Cu 1.340 -1.053 3.184  1.288
2 Cu 1.732 -0.284 -3.293  1.272
3 Zn -3.142 1.574 0.073  1.806
4 I 0.070 -0.238 0.035  0.633

Forces on the atoms, in the same order (eV/Å):
0.6005 -0.4250 1.1096
0.7543 -0.1512 -1.2079
-1.1638 0.5735 0.0190
-0.1910 0.0027 0.0792

Entry 3:
The following is a DFT calculation (ωB97M-V/def2-TZVPD) of a molecular structure, Cu2IZn.

Relative energy (zero: lowest compared OMol25 entry of this formula, charge and spin) = 290.8 kJ/mol
Multiplicity = 3
Net charge = +5
HOMO level (spin up / spin down) = -34.42 / -33.23 eV

Last column: Mulliken charge in e.
Cartesian coordinates (Å):
1 Cu 0.401 -0.140 -2.948  1.412
2 Cu 1.021 2.155 1.481  1.427
3 Zn -1.111 -2.061 1.617  1.536
4 I -0.310 0.046 -0.150  0.625

Forces on the atoms, in the same order (eV/Å):
0.3099 -0.2335 -1.4261
0.5876 1.0324 0.5619
-0.4932 -1.2681 0.6416
-0.4043 0.4692 0.2226

Entry 4:
The following is a DFT calculation (ωB97M-V/def2-TZVPD) of a molecular structure, CuH12O6.

Multiplicity = 3
Net charge = +3
HOMO level (spin up / spin down) = -25.19 / -24.50 eV

Last column: Mulliken charge in e.
Cartesian coordinates (Å):
1 Cu 16.233 -2.655 -44.153  0.866
2 O 15.693 -4.695 -43.383  -0.358
3 H 14.771 -4.926 -43.265  0.327
4 H 16.156 -5.207 -42.720  0.348
5 O 16.371 -3.698 -46.132  -0.372
6 H 16.014 -3.766 -47.018  0.321
7 H 16.666 -4.584 -45.923  0.400
8 O 16.340 -2.221 -41.945  -0.369
9 H 17.053 -1.992 -41.349  0.328
10 H 15.636 -2.523 -41.371  0.356
11 O 17.131 -0.517 -44.493  -0.280
12 H 17.049 -0.321 -45.426  0.380
13 H 17.471 0.291 -44.107  0.359
14 O 14.207 -1.808 -43.858  -0.394
15 H 14.255 -0.881 -43.625  0.357
16 H 13.276 -2.023 -43.794  0.309
17 O 18.456 -3.227 -44.095  -0.285
18 H 19.326 -2.919 -44.347  0.347
19 H 18.619 -4.043 -43.622  0.359

Forces on the atoms, in the same order (eV/Å):
-0.4853 -0.4997 0.7639
0.5350 1.1603 -0.6618
-0.9307 -0.3092 -0.1015
0.4782 -0.5400 0.5423
0.2582 0.9038 2.0174
-0.5846 0.4464 -1.0036
0.3124 -0.8450 0.0817
-0.0510 -0.2181 -1.6909
0.8656 0.3397 0.3507
-0.8538 -0.1567 0.3441
-0.7326 -1.4869 0.1192
0.0495 0.3947 -1.2449
0.5711 0.9557 0.8574
1.6470 -0.3058 -0.2378
-0.0479 0.7293 0.1941
-0.7689 -0.5485 -0.2036
-1.5630 0.1399 -0.2213
0.9695 0.6709 -0.5252
0.3313 -0.8306 0.6197

What did the first record say?
The following is a DFT calculation (ωB97M-V/def2-TZVPD) of a molecular structure, CrN5O15.

Relative energy (zero: lowest compared OMol25 entry of this formula, charge and spin) = 176.4 kJ/mol
Multiplicity = 5
Net charge = -3
HOMO level (spin up / spin down) = 2.57 / 1.31 eV

Last column: Mulliken charge in e.
Cartesian coordinates (Å):
1 Cr 14.017 19.647 -9.569  0.433
2 N 12.924 21.067 -7.598  1.442
3 O 13.080 19.837 -7.622  -0.577
4 O 12.409 21.724 -6.761  -0.790
5 O 13.343 21.394 -8.675  -0.584
6 N 11.599 19.791 -11.671  0.914
7 O 12.183 20.292 -12.616  -0.635
8 O 12.250 19.640 -10.656  -0.375
9 O 10.507 19.211 -11.854  -0.711
10 N 17.014 19.028 -8.503  0.871
11 O 17.205 17.877 -8.155  -0.607
12 O 15.859 19.428 -8.666  -0.323
13 O 17.964 19.704 -8.708  -0.714
14 N 15.029 19.962 -11.901  1.278
15 O 14.838 18.914 -11.372  -0.504
16 O 14.889 20.106 -13.123  -0.731
17 O 15.001 20.813 -11.031  -0.555
18 N 14.425 16.573 -8.888  0.905
19 O 14.654 16.388 -7.714  -0.665
20 O 15.437 16.263 -9.541  -0.652
21 O 13.722 17.512 -9.225  -0.419

Forces on the atoms, in the same order (eV/Å):
0.4225 -1.7218 0.0040
0.8043 -4.3706 -2.2129
-1.4178 -3.9082 4.8527
-1.1273 1.9609 2.3608
1.0200 7.7853 -3.7945
0.7144 -1.9436 -2.7633
-0.2077 1.7114 -1.5049
-0.4357 -0.2668 3.5725
-0.8363 0.5098 0.8986
-1.0643 -3.2525 0.2395
-0.2659 -1.7739 0.9692
-1.4356 1.4034 0.2934
3.2435 4.0679 -0.9645
-2.7461 0.9824 -1.6028
0.1365 -7.3568 -0.0550
1.8461 0.7990 -0.0319
1.7359 6.5544 -0.4450
6.5236 2.8673 1.1428
-2.8709 -2.0528 4.8988
-0.3895 -2.0242 -4.2893
-3.6498 0.0296 -1.5682

Q: Look up the multiplicity of the second one.
A: 3

Q: Which of these has the lowest net charge?
A: CrN5O15